1.
Computed, not measured: C20H19N5PdSe4Te as an isolated structure in a non-equilibrium geometry, with ωB97M-V/def2-TZVPD.

Calculated values
* DFT total energy: -11048.45983 Eh
* molar mass: 879.267 g/mol
* F_max: 4.33 eV/Å
* expectation value of S²: 6.0268
* 2S+1: 5
* charge: +2

Last column: Löwdin spin population.
CARTESIAN COORDINATES (ANGSTROEM)
Pd -1.203 1.583 0.010  1.255
C -0.899 1.424 4.554  0.003
C 0.490 1.435 4.792  -0.004
C 1.335 1.489 3.682  0.003
C 0.776 1.522 2.375  0.009
N -0.569 1.515 2.140  0.102
C -1.365 1.451 3.232  0.007
C 1.603 1.547 1.160  0.008
C 3.020 1.489 1.202  0.003
C 3.729 1.445 0.000  -0.005
C 3.015 1.477 -1.198  0.003
C 1.596 1.529 -1.138  0.007
N 0.870 1.593 0.012  0.098
C 0.780 1.499 -2.356  0.007
C 1.330 1.505 -3.670  0.003
C 0.496 1.451 -4.771  -0.004
C -0.897 1.416 -4.547  0.003
C -1.364 1.435 -3.227  0.006
N -0.564 1.470 -2.132  0.101
H -1.611 1.384 5.380  0.001
H 0.892 1.410 5.802  0.000
H 2.412 1.486 3.812  0.001
H -2.441 1.414 3.055  0.007
H 3.547 1.440 2.150  0.001
H 4.810 1.390 -0.013  0.000
H 3.543 1.464 -2.147  0.001
H 2.400 1.533 -3.805  0.001
H 0.910 1.423 -5.772  0.000
H -1.601 1.366 -5.369  0.001
H -2.438 1.426 -3.027  0.006
Se -3.664 1.267 0.023  0.657
Se -4.696 3.305 0.008  0.359
Te -3.036 5.284 0.002  0.449
Se -0.860 4.201 0.015  0.667
C -2.926 -3.112 1.009  0.003
N -1.659 -3.644 0.434  0.006
C -1.342 -4.998 0.245  0.004
C -0.097 -5.062 -0.315  0.006
N 0.346 -3.740 -0.464  0.014
C 1.643 -3.302 -1.036  0.002
C -0.609 -2.880 0.004  0.032
Se -0.358 -1.069 0.155  0.173
H -3.568 -3.951 1.278  0.000
H -3.422 -2.491 0.253  0.001
H -2.712 -2.506 1.892  0.001
H -2.018 -5.804 0.506  0.000
H 0.494 -5.916 -0.619  0.001
H 2.227 -4.168 -1.359  0.000
H 2.202 -2.733 -0.306  0.001
H 1.455 -2.693 -1.912  0.000



2.
Computed, not measured: a 2-piece molecular cluster, C20H19NO2S2 overall in a non-equilibrium geometry, with ωB97M-V/def2-TZVPD.

Calculated values
* DFT total energy: -1775.04829 Eh
* molar mass: 369.511 g/mol
* F_max: 4.76 eV/Å
* energy above the lowest of the compared OMol25 structures with the same formula, charge and spin: 90.7 kJ/mol
* charge: 0

Last column: natural (NBO) charge in e.
CARTESIAN COORDINATES (ANGSTROEM)
C 4.679 0.398 2.541  -0.628
C 3.264 0.737 2.976  -0.067
O 2.338 -0.137 2.393  -0.517
C 1.068 0.306 2.636  0.764
C -0.004 -0.578 2.194  -0.489
C -1.388 -0.210 2.264  0.084
C -1.820 1.053 2.694  -0.276
C -3.156 1.355 2.768  -0.207
C -4.101 0.407 2.427  -0.267
C -3.701 -0.831 1.957  -0.214
C -2.366 -1.130 1.857  -0.252
C 0.317 -1.790 1.690  0.319
N 0.507 -2.862 1.233  -0.460
O 0.836 1.367 3.196  -0.695
H 5.434 0.826 3.203  0.208
H 4.802 -0.685 2.526  0.213
H 4.872 0.741 1.524  0.213
H 3.116 0.640 4.062  0.153
H 2.969 1.760 2.698  0.198
H -1.082 1.781 2.974  0.250
H -3.465 2.335 3.092  0.197
H -5.150 0.629 2.523  0.199
H -4.434 -1.570 1.679  0.204
H -2.049 -2.078 1.453  0.221
C -1.322 2.745 6.713  -0.137
C 0.043 2.498 6.782  -0.160
C 0.523 1.222 6.632  -0.110
C -0.361 0.135 6.422  -0.227
C 0.120 -1.168 6.279  -0.150
S -0.935 -2.550 6.079  0.464
C 0.296 -3.822 6.309  -0.553
C 1.690 -3.306 5.987  -0.557
S 1.827 -1.554 6.306  0.445
C -1.748 0.417 6.352  -0.093
C -2.211 1.700 6.498  -0.203
H -1.693 3.750 6.838  0.224
H 0.728 3.312 6.955  0.221
H 1.580 1.029 6.690  0.219
H 0.238 -4.146 7.352  0.231
H 0.023 -4.684 5.689  0.266
H 2.462 -3.822 6.569  0.254
H 1.925 -3.462 4.931  0.260
H -2.436 -0.395 6.195  0.226
H -3.271 1.897 6.449  0.232



3.
Computed, not measured: one molecule with the formula C20H19NO4S in a non-equilibrium geometry, with ωB97M-V/def2-TZVPD.

Calculated values
* DFT total energy: -1527.40176 Eh
* molar mass: 369.442 g/mol
* F_max: 1.68 eV/Å
* energy above the lowest of the compared OMol25 structures with the same formula, charge and spin: 148.1 kJ/mol
* charge: 0

Last column: natural (NBO) charge in e.
CARTESIAN COORDINATES (ANGSTROEM)
C -2.970 -0.290 -0.494  -0.255
H -2.072 -0.904 -0.364  0.172
O -3.429 -0.327 -1.823  -0.508
C -2.609 0.133 -2.809  0.397
C -1.348 0.675 -2.598  -0.343
C -0.578 1.106 -3.672  -0.005
C -1.075 1.000 -4.961  -0.243
C -2.338 0.471 -5.172  -0.180
C -3.102 0.035 -4.111  -0.288
H -4.084 -0.385 -4.259  0.224
H -2.727 0.393 -6.177  0.215
H -0.479 1.334 -5.797  0.209
C 0.791 1.692 -3.426  -0.252
N 1.428 1.124 -2.264  -0.597
C 1.689 1.848 -1.150  0.621
O 1.579 3.058 -1.087  -0.611
C 2.115 1.035 0.001  0.151
C 2.551 1.422 1.241  -0.228
C 2.744 0.238 1.982  -0.294
C 2.419 -0.799 1.147  0.271
C 2.323 -2.241 1.385  -0.620
H 2.686 -2.828 0.543  0.245
H 2.824 -2.539 2.302  0.253
S 0.507 -2.782 1.576  1.280
O 0.588 -4.092 2.216  -0.968
C 0.161 -1.588 2.902  -0.281
C 0.337 -1.966 4.219  -0.217
C 0.096 -1.048 5.227  -0.208
C -0.321 0.234 4.908  -0.189
C -0.511 0.600 3.585  -0.230
C -0.274 -0.315 2.574  -0.154
H -0.426 -0.043 1.540  0.207
H -0.842 1.598 3.340  0.221
H -0.505 0.950 5.694  0.216
H 0.235 -1.333 6.259  0.219
H 0.653 -2.976 4.434  0.245
O 2.034 -0.321 -0.056  -0.416
H 3.080 0.158 2.995  0.238
H 2.705 2.430 1.564  0.246
H 1.504 0.119 -2.220  0.406
H 0.712 2.768 -3.233  0.251
H 1.424 1.545 -4.308  0.204
H -0.952 0.781 -1.600  0.217
H -2.767 0.734 -0.165  0.175
H -3.776 -0.706 0.108  0.204



4.
Computed, not measured: C20H19NO4S2 as an isolated structure in a non-equilibrium geometry, with ωB97M-V/def2-TZVPD.

Calculated values
* DFT total energy: -1925.43811 Eh
* molar mass: 401.509 g/mol
* F_max: 10.06 eV/Å
* energy above the lowest of the compared OMol25 structures with the same formula, charge and spin: 247.3 kJ/mol
* charge: 0

Last column: natural (NBO) charge in e.
CARTESIAN COORDINATES (ANGSTROEM)
C 2.176 2.562 -4.363  -0.188
C 2.019 1.216 -4.704  -0.214
C 1.144 0.406 -3.978  -0.162
C 0.434 0.951 -2.911  -0.334
S -0.700 -0.095 -1.971  2.159
C -0.038 -0.306 -0.335  -0.590
C -0.977 -0.465 0.744  -0.407
S 1.645 -0.779 -0.182  2.149
C 2.606 0.616 0.461  -0.241
C 3.307 1.447 -0.415  -0.208
C 3.990 2.562 0.079  -0.215
C 4.030 2.804 1.456  -0.182
C 3.395 1.923 2.336  -0.214
C 2.692 0.821 1.841  -0.215
O 1.729 -1.817 0.822  -0.921
O 2.191 -0.983 -1.509  -0.927
O -1.918 0.678 -1.829  -0.928
O -0.718 -1.382 -2.635  -0.907
C 0.531 2.308 -2.604  -0.136
C 1.434 3.106 -3.310  -0.239
H 2.874 3.190 -4.920  0.221
H 2.578 0.779 -5.532  0.225
H 1.014 -0.644 -4.230  0.255
H -0.455 -0.428 1.709  0.266
H -1.748 0.318 0.672  0.285
H 3.314 1.229 -1.482  0.249
H 4.493 3.233 -0.619  0.224
H 4.563 3.675 1.842  0.222
H 3.445 2.086 3.414  0.224
H 2.214 0.114 2.518  0.238
H -0.083 2.720 -1.805  0.228
H 1.546 4.157 -3.036  0.222
N -2.218 -2.346 0.799  -0.669
C -3.134 -2.469 1.773  0.179
C -3.856 -3.699 1.966  -0.278
C -4.782 -3.830 2.994  -0.181
C -5.050 -2.754 3.856  -0.273
C -4.381 -1.536 3.670  -0.197
C -3.446 -1.388 2.650  -0.253
H -1.548 -1.544 0.682  0.290
H -2.067 -3.135 0.172  0.405
H -3.647 -4.533 1.292  0.208
H -5.306 -4.778 3.133  0.216
H -5.775 -2.864 4.664  0.213
H -4.586 -0.688 4.326  0.213
H -2.930 -0.440 2.497  0.190